No. 1
2 unconnected molecules or ions with the total composition C34H40N3O2 at a distorted geometry. Source: the Open Molecules 2025 dataset; level of theory: ωB97M-V/def2-TZVPD.

The geometry in ORCA input format:
```
! wB97M-V def2-TZVPD RIJCOSX def2/J DEFGRID3
* xyz 1 1
C -3.80 -3.12 1.70
N -3.35 -1.87 1.12
C -3.97 -0.68 1.44
O -4.92 -0.52 2.18
C -3.19 0.42 0.73
C -2.62 1.41 1.74
C -1.73 0.73 2.74
C -2.26 0.18 3.90
C -1.46 -0.50 4.78
C -0.11 -0.65 4.52
C 0.42 -0.12 3.37
C -0.38 0.57 2.48
N -2.12 -0.27 -0.05
C -1.17 0.33 -0.82
C -0.16 -0.38 -1.43
C 0.82 0.17 -2.22
C 1.84 -0.58 -2.87
C 2.82 0.08 -3.64
C 3.81 -0.63 -4.28
C 3.85 -2.01 -4.18
C 2.90 -2.68 -3.44
C 1.91 -1.98 -2.79
C -2.19 -1.73 0.22
C -2.36 -2.53 -1.03
C -3.38 -2.32 -1.85
C -3.61 -3.01 -3.11
C -4.75 -2.75 -3.86
C -4.96 -3.37 -5.07
C -4.04 -4.28 -5.56
C -2.90 -4.55 -4.82
C -2.69 -3.93 -3.61
H -4.65 -2.92 2.35
H -4.09 -3.83 0.93
H -3.00 -3.56 2.30
H -3.85 0.92 0.01
H -2.06 2.20 1.23
H -3.44 1.90 2.27
H -3.32 0.26 4.08
H -1.88 -0.93 5.67
H 0.51 -1.21 5.20
H 1.47 -0.24 3.15
H 0.03 0.97 1.57
H -1.22 1.39 -0.94
H -0.14 -1.44 -1.27
H 0.81 1.24 -2.36
H 2.78 1.15 -3.72
H 4.55 -0.11 -4.87
H 4.63 -2.56 -4.69
H 2.94 -3.76 -3.36
H 1.18 -2.53 -2.22
H -1.29 -2.03 0.77
H -1.63 -3.28 -1.26
H -4.10 -1.56 -1.57
H -5.47 -2.04 -3.49
H -5.84 -3.15 -5.65
H -4.20 -4.76 -6.51
H -2.18 -5.25 -5.20
H -1.79 -4.14 -3.06
C 0.35 4.42 2.37
O 1.50 3.62 2.24
C 2.70 4.30 2.63
C 3.93 3.41 2.46
C 5.26 4.04 2.94
C 6.32 3.47 2.00
C 5.57 3.20 0.69
N 4.13 3.06 1.03
H -0.51 3.86 2.02
H 0.20 4.69 3.42
H 0.46 5.33 1.78
H 2.80 5.19 2.00
H 2.58 4.63 3.66
H 3.76 2.48 3.03
H 5.20 5.13 2.84
H 5.47 3.82 4.00
H 7.17 4.16 1.85
H 6.74 2.54 2.40
H 5.67 4.05 0.01
H 5.95 2.31 0.16
H 3.76 2.13 0.82
*
```

Results
E_LUMO in eV: -4.752
ΔE to the lowest compared entry with this formula, charge and spin in kJ/mol: 114.1
Kohn-Sham gap in eV: 5.7163
E_HOMO in eV: -10.468

No. 2
3 unconnected molecules or ions with the total composition C34H41F17N3O10PS at a distorted geometry. Source: the Open Molecules 2025 dataset; level of theory: ωB97M-V/def2-TZVPD.

The geometry in ORCA input format:
```
! wB97M-V def2-TZVPD RIJCOSX def2/J DEFGRID3
* xyz 0 1
C -0.29 -2.76 0.66
O -1.49 -3.53 0.83
C -2.43 -3.07 -0.17
C -2.49 -4.01 -1.45
C -3.21 -3.22 -2.64
C -2.49 -3.35 -4.04
C -3.49 -3.26 -5.27
C -3.51 -1.82 -5.97
C -4.07 -0.81 -4.90
C -4.27 0.68 -5.45
C -4.02 1.60 -4.19
C -5.15 2.21 -3.55
C -4.90 3.05 -2.33
C -6.16 3.67 -1.64
C -6.46 2.88 -0.29
O -7.54 2.77 0.17
F -5.40 2.31 0.41
C -3.53 3.27 -1.83
P -3.13 4.34 -0.36
O -2.27 5.66 -0.98
O -4.47 4.97 0.41
S -2.09 3.41 0.99
C -2.38 2.60 -2.54
N -1.12 2.80 -2.02
C -0.14 2.15 -2.70
C 1.32 2.30 -2.12
C 2.33 3.03 -3.09
O 3.42 3.53 -2.25
C 4.37 2.51 -2.06
C 4.24 1.41 -0.95
O 5.36 2.47 -2.74
C -0.43 1.35 -3.92
C 0.81 0.67 -4.65
O 1.52 -0.27 -3.82
N 0.55 -1.02 -3.17
O 0.89 -1.14 -2.05
N -1.63 1.12 -4.48
C -2.60 1.77 -3.73
H 0.05 -2.94 -0.40
H 0.56 -3.13 1.31
H -0.45 -1.66 0.84
H -3.43 -3.03 0.33
H -2.10 -2.05 -0.53
H -1.47 -4.38 -1.72
H -3.13 -4.89 -1.17
H -3.22 -2.14 -2.32
H -4.27 -3.59 -2.69
H -1.63 -2.64 -4.11
H -2.04 -4.39 -4.07
H -4.51 -3.53 -4.89
H -3.18 -4.01 -6.04
H -4.23 -1.87 -6.84
H -2.46 -1.60 -6.30
H -5.00 -1.16 -4.38
H -3.27 -0.75 -4.10
H -5.31 0.84 -5.84
H -3.52 0.97 -6.23
H -6.18 2.01 -3.94
H -6.06 4.75 -1.38
H -7.05 3.45 -2.29
H -2.95 6.14 -1.51
H -4.51 5.93 0.28
H 1.25 2.92 -1.18
H 1.66 1.28 -1.80
H 1.87 3.84 -3.71
H 2.81 2.26 -3.75
H 3.84 1.83 0.02
H 5.25 0.97 -0.79
H 3.56 0.57 -1.25
H 0.40 0.09 -5.53
H 1.46 1.47 -5.08
C 4.94 3.32 4.53
C 4.89 2.62 5.90
C 5.01 1.09 5.88
F 4.02 0.50 5.19
F 4.94 0.61 7.15
F 3.77 3.01 6.54
F 5.93 3.10 6.63
O 3.70 3.67 3.92
C 3.03 2.69 3.18
C 1.68 2.31 3.79
F 1.82 1.85 5.05
F 1.10 1.32 3.07
F 3.84 1.64 2.99
F 2.82 3.23 1.96
H 5.43 4.28 4.70
H 5.60 2.80 3.82
H 5.97 0.78 5.46
H 1.01 3.17 3.82
C 1.70 -3.47 5.54
C 2.48 -3.80 6.83
C 3.86 -3.15 6.96
F 4.71 -3.53 5.98
F 4.44 -3.53 8.14
F 2.56 -5.14 6.97
F 1.73 -3.36 7.87
O 1.76 -4.44 4.49
C 2.84 -4.39 3.60
C 3.72 -5.64 3.67
F 4.21 -5.83 4.92
F 4.78 -5.52 2.84
F 3.53 -3.25 3.80
F 2.31 -4.29 2.36
H 0.65 -3.46 5.83
H 1.90 -2.46 5.18
H 3.79 -2.06 6.96
H 3.15 -6.53 3.39
*
```

Results
E_LUMO in eV: -1.324
ΔE to the lowest compared entry with this formula, charge and spin in kJ/mol: 317.9
SMILES string: COCCCCCCCCc1cc(CC(=O)F)c(P(O)(O)=S)c2nc(CCOC(C)=O)c(CON=O)nc12.FC(F)C(F)(F)COC(F)(F)C(F)F.FC(F)C(F)(F)COC(F)(F)C(F)F
Kohn-Sham gap in eV: 7.3066
E_HOMO in eV: -8.631

No. 3
A molecular structure, C34H41I2N2OsP2S2. Source: the Open Molecules 2025 dataset; level of theory: ωB97M-V/def2-TZVPD.

The geometry in ORCA input format:
```
! wB97M-V def2-TZVPD RIJCOSX def2/J DEFGRID3
* xyz 3 1
Os -0.14 -0.07 0.09
C 2.71 -0.19 1.95
C 1.64 0.16 2.98
P 0.03 -0.52 2.45
C -1.20 0.15 3.60
C -2.42 -0.49 3.82
C -3.37 0.07 4.67
C -3.10 1.27 5.31
C -1.89 1.91 5.11
C -0.94 1.35 4.26
C 0.10 -2.31 2.80
C -0.96 -3.12 2.39
C -0.98 -4.48 2.67
C 0.08 -5.05 3.36
C 1.15 -4.27 3.76
C 1.16 -2.90 3.49
P 2.22 0.43 0.30
C 3.43 -0.32 -0.84
C 3.28 -0.06 -2.21
C 4.18 -0.60 -3.12
C 5.24 -1.39 -2.68
C 5.39 -1.63 -1.32
C 4.49 -1.10 -0.40
C 2.70 2.17 0.19
C 2.15 2.95 -0.83
C 2.61 4.24 -1.05
C 3.61 4.77 -0.24
C 4.16 3.99 0.77
C 3.71 2.70 0.98
H 2.82 -1.27 1.85
H 3.69 0.19 2.25
H 1.54 1.25 3.04
H 1.89 -0.18 3.98
H -2.66 -1.43 3.35
H -4.31 -0.44 4.83
H -3.84 1.70 5.98
H -1.67 2.83 5.63
H 0.00 1.87 4.15
H -1.80 -2.68 1.86
H -1.84 -5.08 2.40
H 0.06 -6.11 3.60
H 1.97 -4.71 4.31
H 1.99 -2.31 3.85
H 2.48 0.57 -2.57
H 4.08 -0.38 -4.18
H 5.95 -1.79 -3.38
H 6.23 -2.22 -0.97
H 4.65 -1.29 0.65
H 1.36 2.56 -1.46
H 2.18 4.84 -1.84
H 3.97 5.77 -0.41
H 4.95 4.40 1.39
H 4.17 2.11 1.77
C -2.37 1.24 -3.82
C -1.95 0.74 -2.47
S -0.35 0.47 -2.16
C -2.94 0.46 -1.46
C -4.39 0.73 -1.72
S -2.50 -0.20 -0.01
H -1.51 1.42 -4.46
H -2.92 2.18 -3.71
H -3.04 0.54 -4.31
H -4.68 0.46 -2.73
H -4.57 1.81 -1.61
H -5.03 0.22 -1.00
I -1.03 2.46 0.73
I 0.48 4.18 2.10
N 0.26 -4.74 -1.97
C 1.50 -4.10 -1.40
C 1.30 -2.60 -1.25
N 0.16 -2.24 -0.39
C -1.05 -2.89 -0.95
C -0.92 -4.39 -1.11
H 0.38 -5.75 -2.02
H 0.11 -4.42 -2.93
H 2.33 -4.31 -2.07
H 1.68 -4.58 -0.44
H 1.17 -2.12 -2.23
H 2.22 -2.20 -0.84
H 0.31 -2.65 0.53
H -1.27 -2.41 -1.91
H -1.90 -2.71 -0.30
H -1.82 -4.81 -1.57
H -0.75 -4.87 -0.15
*
```

Results
E_LUMO in eV: -10.130
ΔE to the lowest compared entry with this formula, charge and spin in kJ/mol: 0.0
Kohn-Sham gap in eV: 5.9740
E_HOMO in eV: -16.104

No. 4
A molecular structure, C34H41N5OPPbSe2 at a distorted geometry. Source: the Open Molecules 2025 dataset; level of theory: ωB97M-V/def2-TZVPD.

The geometry in ORCA input format:
```
! wB97M-V def2-TZVPD RIJCOSX def2/J DEFGRID3
* xyz 1 1
Pb 0.00 0.27 -0.40
N -1.10 2.25 4.52
C -0.60 2.41 3.28
N -1.19 2.03 2.20
C -2.42 1.39 2.28
N -3.05 1.01 1.22
N -2.47 1.11 0.00
C -3.05 1.79 -0.91
C -2.42 1.92 -2.23
C -3.11 2.51 -3.29
C -2.47 2.64 -4.51
C -1.16 2.19 -4.64
C -0.55 1.63 -3.53
N -1.16 1.50 -2.36
C -3.03 1.19 3.59
C -4.25 0.54 3.77
C -4.76 0.34 5.03
C -4.05 0.78 6.15
C -2.84 1.42 6.00
C -2.33 1.63 4.72
H -0.57 2.56 5.32
H 0.37 2.88 3.21
H -3.98 2.32 -0.73
H -4.12 2.86 -3.15
H -2.98 3.08 -5.36
H -0.63 2.26 -5.58
H 0.47 1.28 -3.58
H -4.79 0.21 2.89
H -5.70 -0.18 5.17
H -4.44 0.62 7.14
H -2.27 1.77 6.85
C 4.32 -0.80 2.61
Se 2.87 0.36 2.04
C 3.81 1.27 0.57
C 4.31 0.33 -0.51
Se 2.80 -0.72 -1.26
C 3.02 -0.05 -3.08
H 5.21 -0.19 2.81
H 4.52 -1.55 1.86
H 4.00 -1.28 3.53
H 4.63 1.84 1.01
H 3.07 1.97 0.17
H 5.05 -0.36 -0.10
H 4.78 0.89 -1.31
H 3.97 -0.40 -3.48
H 2.99 1.04 -3.08
H 2.20 -0.47 -3.65
C -1.26 -2.06 2.88
P -0.67 -2.07 1.14
C -1.95 -3.13 0.39
C -3.19 -2.54 0.17
C -4.23 -3.28 -0.39
C -4.03 -4.61 -0.71
C -2.80 -5.20 -0.50
C -1.75 -4.47 0.05
C 0.83 -3.10 1.29
C 1.47 -3.32 2.52
C 2.64 -4.06 2.58
C 3.19 -4.59 1.42
C 2.58 -4.36 0.20
C 1.41 -3.62 0.13
H -1.26 -3.07 3.29
H -2.28 -1.66 2.91
H -0.62 -1.42 3.49
H -3.35 -1.50 0.43
H -5.19 -2.81 -0.57
H -4.84 -5.20 -1.13
H -2.63 -6.24 -0.75
H -0.79 -4.93 0.20
H 1.07 -2.91 3.44
H 3.11 -4.22 3.53
H 4.10 -5.17 1.47
H 3.01 -4.76 -0.71
H 0.95 -3.41 -0.82
C 0.14 -3.00 -3.70
C -0.68 -2.23 -2.67
C -1.88 -1.57 -3.34
O 0.16 -1.34 -1.97
H -0.44 -3.85 -4.09
H 1.05 -3.39 -3.25
H 0.41 -2.36 -4.54
H -1.10 -2.97 -1.97
H -1.56 -0.83 -4.08
H -2.51 -1.08 -2.59
H -2.48 -2.33 -3.85
*
```

Results
E_LUMO in eV: -2.792
Kohn-Sham gap in eV: 7.1616
E_HOMO in eV: -9.954

No. 5
A molecular structure, C34H42BeN4P2 at a distorted geometry. Source: the Open Molecules 2025 dataset; level of theory: ωB97M-V/def2-TZVPD.

The geometry in ORCA input format:
```
! wB97M-V def2-TZVPD RIJCOSX def2/J DEFGRID3
* xyz 0 1
Be -0.11 0.12 2.35
C -1.86 1.79 -5.10
C -1.96 0.50 -4.75
C -1.21 -0.62 -5.41
C 0.26 -0.30 -5.77
C 1.02 0.56 -4.77
C 1.09 1.89 -4.82
C 0.42 2.72 -5.90
C -1.04 2.32 -6.24
C 1.48 0.68 3.01
H -2.43 2.57 -4.57
H -2.68 0.20 -3.99
H -1.73 -0.94 -6.33
H -1.25 -1.50 -4.75
H 0.80 -1.26 -5.87
H 0.29 0.16 -6.76
H 1.56 -0.01 -4.00
H 1.70 2.46 -4.11
H 1.01 2.68 -6.84
H 0.44 3.78 -5.60
H -1.54 3.21 -6.64
H -1.02 1.59 -7.07
H 0.90 1.17 3.81
H 2.12 1.49 2.64
H 2.09 -0.08 3.51
P 1.63 -0.30 0.79
P -1.09 -0.96 0.79
N 2.71 0.92 0.13
N 2.75 -1.59 1.30
N -1.76 0.37 -0.15
N -2.56 -1.87 1.01
C 1.10 -1.06 -0.77
C -0.22 -1.81 -0.53
C 2.72 2.26 0.51
C 3.77 2.90 -0.13
C 4.40 1.94 -0.99
C 3.73 0.74 -0.82
C 3.81 -1.42 2.20
C 4.55 -2.60 2.25
C 3.93 -3.53 1.36
C 2.81 -2.90 0.82
C -1.77 1.66 0.36
C -2.30 2.50 -0.61
C -2.63 1.70 -1.74
C -2.28 0.39 -1.44
C -3.63 -2.07 0.14
C -4.62 -2.78 0.82
C -4.13 -3.05 2.14
C -2.87 -2.48 2.24
H 1.88 -1.72 -1.18
H 0.99 -0.24 -1.51
H -0.82 -1.87 -1.45
H -0.03 -2.84 -0.18
H 1.96 2.65 1.16
H 4.05 3.94 -0.01
H 5.23 2.13 -1.66
H 3.86 -0.22 -1.30
H 3.95 -0.48 2.72
H 5.42 -2.77 2.87
H 4.26 -4.54 1.15
H 2.08 -3.27 0.13
H -1.42 1.87 1.36
H -2.41 3.57 -0.51
H -3.05 2.04 -2.68
H -2.37 -0.52 -2.02
H -3.59 -1.70 -0.87
H -5.57 -3.07 0.42
H -4.64 -3.60 2.91
H -2.15 -2.45 3.04
C -1.41 0.55 3.53
C -1.08 0.25 4.95
C -1.12 1.25 5.95
C -0.91 0.93 7.29
C -0.64 -0.39 7.66
C -0.52 -1.38 6.67
C -0.71 -1.06 5.33
H -1.46 1.64 3.38
H -2.37 0.09 3.25
H -1.37 2.27 5.65
H -0.98 1.71 8.06
H -0.51 -0.66 8.70
H -0.31 -2.42 6.95
H -0.61 -1.81 4.54
*
```

Results
E_LUMO in eV: -0.341
ΔE to the lowest compared entry with this formula, charge and spin in kJ/mol: 0.0
Kohn-Sham gap in eV: 6.4851
E_HOMO in eV: -6.826